No. 1
# C8H21BCoF4NO4

A molecular structure, C8H21BCoF4NO4 in a non-equilibrium geometry (ωB97M-V with the def2-TZVPD basis set, the Open Molecules 2025 dataset).

```
40
Properties=species:S:1:pos:R:3:forces:R:3
Co 21.65481 0.73667 20.20877 0.898 -0.731 0.253
F 18.56386 0.38211 18.47184 -0.204 -0.662 -1.126
F 18.15379 0.30174 20.64535 -3.369 -0.406 3.459
F 19.72651 1.55633 19.85943 2.380 2.734 0.509
F 19.96905 -0.65114 19.93847 1.998 -1.513 0.041
O 23.48549 0.05631 21.01208 -1.903 -0.768 0.801
O 21.14570 0.39420 22.20982 0.893 -0.101 0.256
O 22.08643 2.64872 20.91310 1.475 3.343 -1.589
O 22.44113 -1.23811 18.98636 0.654 2.123 0.758
N 22.41224 1.61156 18.47769 -0.924 -1.540 1.094
C 21.98848 -0.63117 22.79185 -0.468 -0.442 1.263
C 22.77454 3.56108 19.90452 -0.898 -0.948 0.722
C 22.05446 -2.53030 19.31685 -0.095 -0.907 -1.686
C 22.48874 -0.79988 17.65268 0.324 2.300 -0.100
C 21.75482 3.52990 21.95698 -1.463 0.187 1.679
C 23.38792 -0.73741 22.18688 -0.715 0.278 1.219
C 23.23807 2.72821 18.76796 1.125 1.971 -0.706
C 23.15735 0.67784 17.71205 0.264 -3.075 -1.420
B 19.07350 0.36778 19.75132 -1.206 -0.069 -3.104
H 22.57267 4.09489 22.40420 0.606 -0.654 -0.073
H 23.31542 1.11186 16.72476 -0.093 -0.426 -0.511
H 20.24058 0.26018 22.50033 -0.387 -0.091 -0.062
H 24.16052 -0.35212 22.85227 -0.149 0.114 0.360
H 21.08100 -2.69137 18.85369 -0.211 -0.515 0.263
H 22.80607 -3.15966 18.84032 -0.156 -0.677 0.167
H 21.05824 4.32846 21.70169 -0.232 -0.091 -0.890
H 23.61218 4.05213 20.39983 -0.041 -0.146 0.147
H 22.12161 4.32959 19.49080 -0.682 -0.054 0.757
H 22.02955 -2.74352 20.38551 0.052 0.603 -0.065
H 21.41897 -1.55897 22.84616 0.076 -0.381 -1.197
H 22.06906 -0.51976 23.87315 0.288 1.043 0.208
H 23.56571 -1.81225 22.15194 0.340 -0.080 -1.025
H 23.24845 3.35114 17.87357 0.120 0.449 -0.159
H 24.42009 0.04320 20.79315 1.849 0.466 -1.066
H 24.16258 0.54049 18.11046 -0.094 -0.014 0.439
H 23.09450 -1.36846 16.94707 0.162 -0.501 0.358
H 21.58428 1.83135 17.94263 -0.208 0.591 0.039
H 24.29740 2.52857 18.92942 -0.187 -1.128 0.075
H 21.47631 -0.72765 17.25534 -0.254 -0.048 -0.169
H 21.20322 2.98280 22.72152 0.436 -0.233 0.080
```
Forces are in eV/Å.

Kohn-Sham gap (alpha / beta) in eV: 3.25 / 10.73
HOMO level (alpha / beta) in eV: -2.78 / -10.43
Energy in Eh: -2480.24885
2S+1: 5
⟨S²⟩: 6.01

=====

No. 2
# C5H6NO

A gas-phase ion, C5H6NO (charge +1) in a non-equilibrium geometry (ωB97M-V with the def2-TZVPD basis set, the Open Molecules 2025 dataset).

```
13
Properties=species:S:1:pos:R:3:forces:R:3
O 0.14609 -1.29049 -1.14584 1.931 2.444 4.892
N 0.70548 -0.58057 0.29043 -3.454 -1.331 -5.826
C -1.80929 0.72054 -1.26673 2.694 3.083 4.325
C 1.80612 -1.27765 0.74734 0.658 -3.608 1.047
C 0.03758 0.46541 0.66841 0.642 -1.088 0.612
C -1.04205 0.93940 -0.03785 -4.550 0.976 -6.239
C -1.99896 1.88289 -0.57448 1.766 -4.527 1.408
H -1.69758 0.27992 -2.18297 -0.483 -1.615 -1.997
H 2.47305 -1.49615 -0.05268 0.572 0.629 -1.247
H 0.08182 1.02223 1.54613 1.636 0.282 1.986
H -2.62194 2.66818 -0.32476 -0.804 1.937 0.097
H 2.41450 -0.85546 1.56088 -0.873 -0.232 0.099
H 1.50516 -2.47826 0.77211 0.264 3.052 0.844
```
Forces are in eV/Å.

Kohn-Sham gap (alpha / beta) in eV: 7.40 / 7.39
SMILES: C[N+](=O)C=C1C=C1
HOMO level (alpha / beta) in eV: -14.19 / -14.18
Energy in Eh: -323.53926
2S+1: 1
Energy relative to the best compared isomer or geometry (same formula, charge and spin) in eV: 8.999
Charge: +1

=====

No. 3
# C8H12DyO6

A molecular structure, C8H12DyO6 in a non-equilibrium geometry (ωB97M-V with the def2-TZVPD basis set, the Open Molecules 2025 dataset).

```
27
Properties=species:S:1:pos:R:3:forces:R:3
Dy 3.29075 -2.74721 -0.99316 -0.716 0.151 0.632
O 1.08974 -2.37370 0.86091 0.875 -0.343 -0.642
O -5.45942 0.04444 1.59255 -0.078 0.040 0.579
O -0.46653 -1.63129 2.30366 0.560 0.381 0.099
O -4.23013 0.42584 -0.25391 0.305 -0.022 0.415
O -3.76364 -1.22248 1.20992 0.393 -0.469 0.623
O 1.12456 -0.29055 1.59880 0.512 0.065 -0.196
C -1.83482 -3.23778 3.31977 1.887 -0.016 0.924
C 1.23112 2.03472 2.17542 0.120 0.125 -0.055
C 0.62278 -1.49089 1.55977 -0.792 -0.016 -0.034
C -4.43454 -0.16916 0.77697 -0.675 0.085 -1.273
C -2.73572 -1.72634 0.35278 0.182 0.363 0.163
C -2.11753 -2.96772 0.96721 2.342 -1.087 -1.299
C 0.46852 0.75062 2.37096 -0.392 0.207 0.419
C -1.19349 -2.81422 2.22512 -4.380 0.146 -0.278
H -2.86496 -3.75911 1.09480 0.195 0.359 0.395
H 0.46068 0.43851 3.42194 -0.024 0.068 -0.248
H 1.22404 2.34334 1.12266 0.015 -0.060 0.259
H -1.44640 -3.35918 0.18578 -0.355 0.105 -0.304
H -3.17350 -1.97877 -0.62106 0.100 0.022 0.231
H -0.56593 0.83494 2.01738 0.226 -0.034 0.096
H 0.74301 2.81836 2.76973 0.150 -0.176 -0.171
H -2.35484 -4.19497 3.31158 -0.411 0.674 -0.139
H -1.99391 -0.93389 0.18731 -0.103 -0.143 -0.016
H 2.26894 1.93707 2.51787 -0.255 0.034 -0.087
H -1.65710 -2.72841 4.26836 0.158 -0.511 0.037
H -6.00084 0.76485 1.24519 0.160 0.055 -0.129
```
Forces are in eV/Å.

Kohn-Sham gap (alpha / beta) in eV: 8.85 / 6.90
HOMO level (alpha / beta) in eV: -12.51 / -10.16
Energy in Eh: -1648.22707
2S+1: 6
Energy relative to the best compared isomer or geometry (same formula, charge and spin) in eV: 0.000
Charge: +1
⟨S²⟩: 9.31

=====

No. 4
# C6H9N3O2

A molecular structure, C6H9N3O2 in a non-equilibrium geometry (ωB97M-V with the def2-TZVPD basis set, the Open Molecules 2025 dataset).

```
20
Properties=species:S:1:pos:R:3:forces:R:3
O 3.87134 0.65282 0.68134 1.285 1.804 1.682
O 3.58634 -1.29410 -0.31391 2.311 -1.964 0.959
N 1.36136 1.52521 -0.16759 1.407 -2.215 0.527
N -2.45065 -0.73778 -0.09564 -0.771 -1.007 1.841
N 0.04321 1.57363 -0.31244 -0.144 3.942 0.179
C 3.16918 -0.12895 0.15514 -1.920 -0.614 -2.654
C -2.50332 -0.19665 1.26500 -2.748 -0.977 1.804
C -0.47231 0.42096 -0.56017 3.392 -1.500 -0.851
C 1.75409 0.18136 -0.28783 -0.611 0.203 0.858
C 0.58788 -0.57690 -0.54088 0.274 0.796 -0.817
C -1.86490 0.24027 -0.94984 -0.939 0.971 -1.149
H -1.89382 -1.63226 -0.13262 -0.821 1.444 0.118
H -2.63042 -1.15347 2.03898 0.564 2.789 -1.826
H -1.53845 0.44799 1.45311 -2.257 -0.918 0.362
H -1.95451 -0.29205 -1.92361 0.299 1.316 -0.052
H 2.05552 2.30773 0.10298 -2.215 -1.662 -0.522
H -2.34353 1.33805 -0.91215 0.478 -2.727 -0.212
H -3.74818 0.44647 1.38304 4.285 -1.579 -0.219
H 0.43964 -1.61125 -0.94347 0.646 1.029 0.944
H 4.53153 -1.51110 0.06059 -2.513 0.871 -0.973
```
Forces are in eV/Å.

Kohn-Sham gap in eV: 9.44
HOMO level in eV: -8.91
Energy in Eh: -548.68004
2S+1: 1
Energy relative to the best compared isomer or geometry (same formula, charge and spin) in eV: 3.846

=====

Q: Which of these has the highest energy?
A: C5H6NO

=====

Q: The lowest energy belongs to which entry?
A: C8H21BCoF4NO4

=====

Q: Number 1 is which compound?
A: C8H21BCoF4NO4